Record 1
Below is 8 unconnected molecules or ions with the total composition C30H43N8O13, with properties calculated with ωB97M-V with the def2-TZVPD basis set.

Computed properties:
Energy above the lowest of the compared OMol25 structures with the same formula, charge and spin in kJ/mol: 401.6
LUMO in eV: 0.552
E_tot in Eh: -2584.12782
HOMO in eV: -6.3
Net charge: -1
Orbital gap in eV: 6.902

```
94
Properties=species:S:1:pos:R:3:mulliken_charge:R:1
N -0.06 -0.52 -0.85 0.561
O 1.12 -0.39 -0.88 -0.476
O -0.69 -1.34 -1.59 -0.728
O -0.74 0.10 0.02 -0.194
C -5.49 -2.67 -0.56 -0.674
C -4.15 -1.95 -0.47 -1.134
C -3.96 -0.96 -1.61 -0.007
C -4.99 -0.69 -2.60 0.389
C -6.32 -1.48 -2.61 -0.310
C -6.51 -2.41 -1.48 -0.312
N -4.60 0.31 -3.69 0.959
O -3.39 0.24 -4.15 -0.505
O -5.49 0.95 -4.32 -0.585
H -5.60 -3.49 0.21 0.282
H -3.54 -2.05 0.22 1.106
H -3.11 -0.48 -1.65 0.262
H -7.01 -1.24 -3.62 0.209
H -7.45 -3.00 -1.55 0.293
C 5.17 0.49 -3.82 -0.285
C 5.85 1.89 -4.20 -0.374
C 5.22 3.21 -3.68 -0.588
C 3.81 3.10 -2.99 0.165
C 3.14 1.73 -2.73 -0.653
C 3.97 0.45 -3.23 -0.433
N 3.15 4.24 -2.43 0.915
O 3.75 5.32 -2.58 -0.609
O 2.48 4.05 -1.45 -0.494
H 5.77 -0.43 -4.00 0.322
H 6.89 1.78 -4.87 0.204
H 5.59 4.13 -3.74 0.608
H 2.26 1.71 -2.33 0.800
H 3.60 -0.55 -3.06 0.415
C -4.22 2.79 2.79 -0.567
C -3.26 1.93 1.96 -0.035
C -3.12 0.43 2.28 0.355
C -4.15 -0.19 3.19 0.001
C -5.19 0.76 4.00 -0.518
C -5.14 2.23 3.68 -0.330
N -4.21 -1.64 3.47 0.840
O -5.18 -2.05 4.24 -0.567
O -3.15 -2.27 3.22 -0.466
H -4.54 3.83 2.56 0.278
H -2.85 2.19 0.91 0.244
H -2.42 -0.35 1.69 0.067
H -5.83 0.56 4.83 0.410
H -5.66 3.04 4.27 0.273
C 0.51 -4.47 -0.24 -0.400
O 1.13 -5.33 -0.88 -0.643
N 0.30 -4.59 1.13 0.324
C 0.12 -3.31 1.88 -0.652
C 0.40 -5.80 1.80 -1.057
H -0.09 -3.69 -0.57 0.767
H -0.78 -2.94 1.58 0.568
H 0.69 -2.60 1.70 -0.168
H 0.06 -3.56 2.99 0.292
H -0.22 -6.52 1.27 0.363
H -0.14 -5.67 2.77 0.390
H 1.42 -6.23 1.86 0.250
C 2.34 3.14 3.23 0.126
O 2.94 3.64 4.21 -0.646
N 2.44 1.83 2.87 0.162
C 1.81 1.14 1.76 -0.697
C 3.58 0.97 3.28 -1.024
H 1.69 3.64 2.54 0.356
H 1.20 0.22 1.98 0.094
H 2.52 1.09 0.96 0.601
H 0.93 1.63 1.53 -0.004
H 4.39 1.11 2.80 0.476
H 3.20 -0.14 3.41 0.238
H 3.74 1.28 4.48 0.270
C -2.58 2.49 -1.52 -0.181
O -3.81 2.48 -1.76 -0.681
N -2.02 3.74 -1.21 0.382
C -0.53 3.62 -0.71 -0.407
C -2.63 5.01 -1.29 -1.178
H -2.08 1.79 -1.40 0.322
H 0.15 4.15 -1.44 0.396
H -0.07 2.55 -0.69 -0.183
H -0.48 4.19 0.32 0.266
H -3.56 5.16 -0.65 0.251
H -2.62 5.40 -2.23 0.449
H -1.83 5.62 -0.99 0.478
C 4.39 -1.35 0.34 0.536
O 5.06 -0.38 0.49 -0.607
N 4.80 -2.53 -0.11 0.173
C 3.85 -3.53 -0.53 -1.163
C 6.28 -2.88 -0.27 -1.018
H 3.21 -1.41 0.86 -0.068
H 4.25 -4.36 -1.11 0.436
H 2.78 -3.15 -0.86 0.123
H 3.57 -3.98 0.39 0.552
H 6.87 -2.45 0.49 0.374
H 6.59 -2.34 -1.14 0.310
H 6.52 -4.01 -0.13 0.336
```

=====

Record 2
Below is 2 unconnected molecules or ions with the total composition C10H16O, with properties calculated with ωB97M-V with the def2-TZVPD basis set.

Computed properties:
Structure (SMILES): CCc1ccc(O)cc1.CC
Energy above the lowest of the compared OMol25 structures with the same formula, charge and spin in kJ/mol: 197.9
LUMO in eV: 0.884
E_tot in Eh: -465.82244
HOMO in eV: -8.4
Net charge: 0
Orbital gap in eV: 9.252

```
27
Properties=species:S:1:pos:R:3:nbo_charge:R:1
C -1.00 -1.66 -1.89 -0.423
C -1.71 -1.07 -3.18 -0.615
C 0.01 -0.69 -1.36 -0.043
C 1.36 -0.83 -1.52 -0.189
C -0.49 0.59 -0.87 -0.180
C 2.32 0.07 -0.96 -0.303
C 0.40 1.53 -0.45 -0.263
C 1.77 1.18 -0.40 0.303
O 2.51 2.06 0.37 -0.695
H -1.81 -1.76 -1.16 0.208
H -0.57 -2.63 -2.13 0.212
H -2.79 -1.10 -3.04 0.208
H 1.70 -1.77 -1.94 0.203
H -1.56 0.52 -0.72 0.212
H 3.34 -0.25 -0.91 0.224
H 0.07 2.54 -0.24 0.231
H 3.42 2.15 0.09 0.479
H -1.67 -1.82 -3.97 0.209
H -1.27 -0.12 -3.44 0.219
C 0.21 0.10 3.63 -0.627
C -1.16 0.59 3.31 -0.619
H 0.79 0.43 2.75 0.216
H 0.66 0.80 4.35 0.202
H 0.43 -0.91 3.93 0.217
H -1.90 0.59 4.13 0.196
H -1.36 1.59 2.93 0.215
H -1.72 -0.13 2.68 0.200
```

=====

LUMO of number 1 (C30H43N8O13)?
0.552 eV